[1]
Here is 7 unconnected molecules or ions with the total composition C28H77N7O7 from the OMol25 dataset. Energies are from ωB97M-V with the def2-TZVPD basis set.

Properties
* SMILES: COC[C@H](C)N.COC[C@H](C)N.COC[C@H](C)N.COC[C@H](C)N.COC[C@H](C)N.COC[C@H](C)N.COC[C@H](C)N
* frontier orbital gap: 9.03 eV
* spin multiplicity: 1
* ΔE to the lowest compared entry with this formula, charge and spin: 1480.4 kJ/mol
* total charge: 0
* LUMO energy: 0.26 eV

Structure (XYZ):
```
119
C28H77N7O7, DFT ωB97M-V with the def2-TZVPD basis set
C 13.0430 17.0400 43.3550
O 13.6220 15.8600 42.7350
C 12.7700 15.2360 41.6860
C 13.5730 14.0670 41.1240
C 14.9270 14.4040 40.7290
N 12.7410 13.4350 40.0430
H 12.3000 17.6240 42.6640
H 13.8150 17.7690 43.8300
H 12.2480 16.5800 43.8710
H 11.7780 14.9310 42.2110
H 12.6690 16.0060 40.8100
H 13.5520 13.4600 41.7410
H 14.9840 15.3210 39.9010
H 15.3320 13.5120 40.2750
H 15.3150 14.7630 41.6330
H 13.2540 12.8020 39.4540
H 11.9930 13.1290 40.5140
C 14.8140 12.3740 35.9360
O 14.1930 13.4080 35.1920
C 13.6520 14.3860 35.9740
C 12.9440 15.4140 35.0910
C 13.9460 16.2360 34.3860
N 12.0670 16.3270 35.8820
H 14.8370 11.3730 35.2390
H 14.4380 11.9090 36.8660
H 15.8780 12.6090 36.2190
H 12.9080 14.1940 36.6690
H 14.5370 14.9590 36.5670
H 12.2910 14.7140 34.4770
H 13.4140 17.0660 33.7250
H 14.6880 15.6150 33.9530
H 14.4290 16.7750 35.1230
H 11.4240 15.7150 36.3030
H 12.8340 16.7500 36.5190
C 7.7140 12.7870 43.0600
O 7.2420 13.8790 43.8210
C 6.7370 13.5440 45.0420
C 6.7480 14.8330 45.8590
C 8.1450 15.4960 46.0340
N 6.1970 14.6330 47.2180
H 7.0190 11.8660 43.2450
H 8.8160 12.3560 43.3580
H 7.5670 13.1210 42.1170
H 5.7810 13.1970 44.9870
H 7.5130 12.8690 45.4870
H 6.1240 15.4460 45.3640
H 8.8900 14.6750 46.5830
H 7.9850 16.2730 46.7210
H 8.5240 15.8100 45.1470
H 5.2420 14.3480 46.8320
H 6.5790 13.7820 47.6470
C 9.0580 16.6030 42.6860
O 9.7000 16.9880 41.4690
C 9.7030 15.9850 40.4530
C 10.3380 16.4230 39.1460
C 9.5610 17.3130 38.0820
N 10.8120 15.2500 38.2880
H 9.1170 17.5180 43.2130
H 9.4190 15.7520 43.1700
H 8.0770 16.5250 42.1400
H 10.0970 14.8760 40.5580
H 8.5640 15.7210 40.3900
H 11.2110 17.0150 39.5890
H 9.4140 18.1890 38.4330
H 8.6970 17.0390 37.7090
H 10.1870 17.5460 37.3350
H 11.5710 14.8060 38.9790
H 10.1880 14.4970 38.4870
C 11.5650 19.5760 31.3000
O 10.4370 19.5490 32.1440
C 10.5250 18.3380 33.0180
C 9.1670 18.2340 33.6990
C 8.8400 19.2930 34.7210
N 9.1520 16.9960 34.4890
H 12.3340 19.7140 32.0130
H 11.6860 20.3270 30.5820
H 11.8340 18.6310 30.8640
H 10.8480 17.4390 32.4660
H 11.4450 18.4330 33.6590
H 8.4520 18.0230 32.9090
H 7.8080 19.0770 34.9950
H 8.8020 20.2810 34.2110
H 9.4610 19.2440 35.5430
H 9.4450 16.2140 33.6940
H 9.9520 16.8340 35.0210
C 8.4450 20.3930 42.5020
O 9.1200 21.0650 43.5890
C 9.5620 20.2750 44.6260
C 10.1260 21.1570 45.7420
C 11.5120 21.5800 45.3830
N 10.3070 20.4620 47.0770
H 8.2940 21.0670 41.6770
H 7.4670 19.8880 42.8790
H 9.1180 19.5600 42.3860
H 8.6980 19.8870 44.9660
H 10.0980 19.3680 44.2950
H 9.3680 21.9080 45.7790
H 12.3050 20.7580 45.1400
H 11.9940 22.1350 46.1740
H 11.5860 22.1090 44.6460
H 11.0560 19.7120 47.0960
H 9.3770 20.0960 47.3600
C 6.6880 14.5740 38.1530
O 6.1030 15.8940 37.8200
C 6.2090 15.9500 36.2730
C 5.7510 17.2940 35.7620
C 4.3050 17.4530 35.9270
N 5.9360 17.2960 34.3830
H 5.8490 13.7870 37.8590
H 6.7600 14.6490 39.2670
H 7.5800 14.7240 37.6360
H 7.0470 15.7700 35.8270
H 5.5760 15.0710 35.9830
H 6.1210 18.1970 36.3080
H 3.5790 16.8170 35.5930
H 3.8590 18.3310 35.3980
H 4.0010 17.5720 36.9880
H 6.8640 16.9200 34.1590
H 5.8210 18.3190 33.9470
```


[2]
Here is a molecular structure, C28H77N8NaO10 from the OMol25 dataset. Energies are from ωB97M-V with the def2-TZVPD basis set.

Properties
* frontier orbital gap: 8.34 eV
* spin multiplicity: 1
* total charge: 0
* LUMO energy: -0.17 eV

Structure (XYZ):
```
124
C28H77N8NaO10, DFT ωB97M-V with the def2-TZVPD basis set
Na -1.1064 -0.7751 -2.4892
N 0.5288 0.1096 0.3450
O 0.4075 -0.3971 1.4764
O 0.2534 1.3079 0.1336
O 0.9144 -0.5953 -0.6518
C -4.5791 0.3282 -0.5641
C -3.8431 0.7384 -1.8305
C -4.5792 1.7555 -2.6494
O -3.9783 2.0601 -3.9064
C -4.8393 2.8026 -4.7609
N -2.4873 1.2269 -1.4707
H -3.9712 -0.1786 0.1834
H -5.4205 -0.3111 -0.8384
H -4.9004 1.2314 -0.0385
H -3.6680 -0.1845 -2.4018
H -4.7779 2.6755 -2.0909
H -5.4918 1.2450 -2.9921
H -5.7942 2.2851 -4.8882
H -4.3409 2.9486 -5.7112
H -5.0093 3.7480 -4.2378
H -2.4191 2.2287 -1.5903
H -2.1704 0.9787 -0.5423
C -0.1416 -4.0565 2.1028
C -1.1963 -3.8585 1.0027
C -2.4362 -3.1534 1.4987
O -3.3033 -4.0645 2.1490
C -4.6669 -3.7677 1.9977
N -0.5802 -3.1278 -0.1309
H -0.6330 -4.4212 3.0115
H 0.2848 -3.0966 2.3993
H 0.6813 -4.6966 1.7858
H -1.3642 -4.8691 0.6265
H -2.8615 -2.7549 0.5651
H -2.2504 -2.2941 2.1523
H -5.2302 -4.6994 2.0522
H -4.8856 -3.2308 1.0703
H -5.0837 -3.1416 2.7988
H -0.0455 -2.2891 0.0851
H 0.1672 -3.7716 -0.3836
C -2.6921 2.9146 4.1493
C -2.1616 1.6094 3.5433
C -2.9931 1.2071 2.3135
O -4.3842 1.1838 2.5460
C -4.7553 0.1669 3.4745
N -0.7192 1.8047 3.2395
H -3.2344 3.4861 3.3864
H -1.8967 3.6053 4.4278
H -3.3954 2.7425 4.9617
H -2.2064 0.7803 4.2510
H -2.5840 0.2907 1.8644
H -2.8204 2.0137 1.5890
H -4.5239 -0.8080 3.0381
H -5.8384 0.2000 3.5908
H -4.3214 0.3099 4.4609
H -0.4349 1.0943 2.5538
H -0.7093 2.6256 2.6263
C -0.4318 5.0018 -0.6093
C -0.6640 4.6874 0.8471
C 0.6784 4.6658 1.6255
O 1.2165 5.9526 1.7291
C 2.3748 6.0243 2.5699
N -1.5101 5.7500 1.4814
H -0.1178 6.0254 -0.8088
H -1.3535 4.8870 -1.1965
H 0.1724 4.2673 -1.1481
H -1.1052 3.6947 0.9557
H 1.3181 4.0480 0.9734
H 0.5485 4.1878 2.6032
H 3.1691 5.3924 2.1749
H 2.0823 5.7206 3.5778
H 2.5900 7.0895 2.5609
H -1.6986 5.4692 2.4388
H -0.8574 6.5281 1.5283
C 1.8236 3.0745 -3.7227
C 1.5252 1.5927 -3.8146
C 2.7350 0.7527 -3.4042
O 3.5487 0.4796 -4.5045
C 4.7127 -0.2361 -4.1533
N 0.3799 1.2438 -2.9563
H 1.8794 3.4904 -2.7172
H 1.0460 3.6138 -4.2757
H 2.7560 3.3126 -4.2453
H 1.3339 1.3817 -4.8693
H 2.2827 -0.1886 -3.0402
H 3.1758 1.1428 -2.4767
H 4.4506 -1.2416 -3.8015
H 5.2584 0.2789 -3.3584
H 5.3402 -0.3385 -5.0352
H 0.6708 1.1415 -1.9841
H -0.2496 2.0407 -2.9333
C 0.2775 -4.1671 -4.6227
C 0.5992 -3.9528 -3.1615
C 1.8543 -4.7371 -2.7454
O 1.9601 -4.6378 -1.3458
C 3.1971 -5.1521 -0.8387
N 0.8591 -2.5066 -2.9876
H -0.6390 -3.6580 -4.9375
H 0.2278 -5.2049 -4.9576
H 0.9764 -3.7040 -5.3336
H -0.2685 -4.2651 -2.5814
H 2.7072 -4.3336 -3.3045
H 1.7557 -5.7766 -3.0914
H 3.2327 -4.7836 0.1883
H 4.0904 -4.7704 -1.3332
H 3.1068 -6.2398 -0.8319
H 1.4113 -2.3439 -2.1441
H 1.5388 -2.2557 -3.7057
C 3.9854 -0.0751 2.0872
C 3.6206 -1.4521 2.6174
C 4.7483 -2.1487 3.3489
O 5.8358 -2.2688 2.4465
C 7.0225 -2.7658 3.0005
N 2.4395 -1.3388 3.4828
H 3.2956 0.1859 1.2795
H 5.0026 -0.1033 1.6973
H 3.8474 0.7468 2.7932
H 3.2831 -2.0288 1.7408
H 4.4742 -3.1622 3.6684
H 5.0783 -1.5431 4.2025
H 7.8113 -2.8127 2.2525
H 6.8781 -3.7375 3.4805
H 7.3930 -2.0377 3.7364
H 2.0549 -2.2606 3.6473
H 1.7500 -0.8035 2.9584
```


[3]
Here is a molecular structure, C28H78AlN7O11 from the OMol25 dataset. Energies are from ωB97M-V with the def2-TZVPD basis set.

Properties
* frontier orbital gap (alpha / beta): 8.21 / 3.22 eV
* spin multiplicity: 2
* total charge: +1
* LUMO energy (alpha / beta): -2.57 / -7.56 eV
* ⟨S²⟩: 0.76

Structure (XYZ):
```
125
C28H78AlN7O11, DFT ωB97M-V with the def2-TZVPD basis set
Al 0.6516 2.5319 3.4902
N 0.4597 0.4893 -0.1190
O 0.2878 0.7693 1.1117
O 1.4314 -0.0797 -0.4678
O -0.4530 0.7174 -0.9029
C 5.6798 -0.1050 -2.8900
C 4.3163 0.1912 -2.3539
C 3.6654 1.4940 -2.9953
O 4.3983 2.7578 -2.9156
C 3.7378 3.7764 -3.6780
N 3.4687 -0.9686 -2.3884
H 5.6370 -0.2835 -3.9644
H 6.0828 -1.0022 -2.4203
H 6.4394 0.6368 -2.6433
H 4.4953 0.2977 -1.2840
H 2.6475 1.7265 -2.6824
H 3.5627 1.3768 -4.0741
H 3.6058 3.5237 -4.7300
H 4.3331 4.6856 -3.5938
H 2.8008 4.0528 -3.1945
H 3.8302 -1.8325 -2.0102
H 2.7166 -0.7622 -1.7466
C 1.6859 -2.7166 4.2714
C 0.9298 -1.3543 4.3810
C 1.0209 -0.7202 5.7849
O 0.5788 0.6783 5.8402
C 0.8657 1.2156 7.1006
N 1.5710 -0.5385 3.3784
H 1.5821 -3.0834 3.2502
H 1.0782 -3.3854 4.8809
H 2.7501 -2.6565 4.4990
H -0.1257 -1.5269 4.1711
H 2.0206 -0.9105 6.1755
H 0.3948 -1.3397 6.4271
H 0.4532 0.5651 7.8718
H 0.2341 2.0925 7.2429
H 1.9183 1.3825 7.3288
H 1.5947 -1.1024 2.5408
H 2.5310 -0.5525 3.6921
C -4.1588 1.1925 1.1908
C -3.1668 1.5858 2.3470
C -2.7306 0.2786 3.0116
O -1.9913 0.5449 4.1391
C -2.6419 0.0060 5.3665
N -2.0600 2.3314 1.8328
H -5.0602 0.6355 1.4466
H -3.6786 0.6858 0.3537
H -4.5163 2.1419 0.7921
H -3.7414 2.1688 3.0667
H -2.1138 -0.3007 2.3245
H -3.6010 -0.3714 3.1015
H -3.1320 -0.9552 5.2113
H -3.3453 0.7670 5.7045
H -1.8723 -0.1092 6.1297
H -1.5643 1.7502 1.1719
H -2.5296 3.0068 1.2469
C 4.9442 2.8553 0.5282
C 3.6349 3.1279 1.2496
C 2.5847 3.6479 0.2197
O 1.2195 3.5684 0.7245
C 0.3181 3.9649 -0.3368
N 3.1605 1.8164 1.7055
H 5.6772 2.3579 1.1632
H 5.3831 3.8096 0.2368
H 4.8472 2.2646 -0.3827
H 3.7450 3.7688 2.1244
H 2.6846 2.9893 -0.6430
H 2.7748 4.6569 -0.1463
H -0.6875 3.8591 0.0703
H 0.3894 3.3976 -1.2648
H 0.5081 5.0138 -0.5647
H 3.9436 1.2606 2.0184
H 2.8245 1.2111 0.9701
C -6.9825 -2.4104 -2.5088
C -6.4273 -1.0619 -2.3900
C -5.1959 -0.8462 -3.3435
O -4.2048 -1.7801 -2.9754
C -3.4663 -1.5004 -1.7872
N -7.4754 -0.0279 -2.6573
H -7.9782 -2.3940 -2.0656
H -6.3041 -3.1613 -2.1038
H -7.1321 -2.5417 -3.5805
H -6.0869 -0.8914 -1.3686
H -4.8656 0.1709 -3.1323
H -5.5061 -0.8291 -4.3883
H -2.8089 -2.3568 -1.6374
H -4.1279 -1.4160 -0.9251
H -2.7914 -0.6588 -1.9429
H -7.8552 -0.0841 -3.5915
H -8.2648 -0.1756 -2.0449
C 3.8722 -4.1815 1.5685
C 3.2097 -3.2432 0.5917
C 1.9881 -3.7658 -0.1743
O 2.1777 -5.0933 -0.6546
C 1.0820 -5.5669 -1.4176
N 2.8273 -2.0142 1.2444
H 3.1554 -4.7728 2.1382
H 4.5424 -3.7154 2.2908
H 4.4267 -4.9203 0.9900
H 3.9017 -3.0624 -0.2308
H 1.8265 -3.0955 -1.0185
H 1.0875 -3.8191 0.4374
H 0.2300 -5.6714 -0.7458
H 1.3964 -6.5417 -1.7903
H 0.8439 -4.9695 -2.2977
H 3.6384 -1.4575 1.4731
H 2.2943 -1.4610 0.5887
C -0.1433 -1.8679 -3.3609
C -0.7862 -0.8786 -4.3353
O -0.1305 -1.1208 -5.5880
H -0.3524 -1.5448 -2.3411
H 0.9449 -1.8084 -3.3826
H -0.4570 -2.8933 -3.5562
H -0.5826 0.1453 -4.0221
H -1.8673 -0.9528 -4.4531
H -0.7775 -1.6038 -6.1073
C -4.5162 2.7978 -2.5137
C -3.0269 2.4385 -2.6403
O -2.3095 2.7003 -1.4823
H -4.6695 3.8539 -2.2920
H -5.0372 2.2586 -1.7225
H -5.1021 2.4818 -3.3769
H -2.5995 2.8766 -3.5422
H -2.9805 1.3615 -2.8018
H -1.5592 2.1030 -1.5254
```


What calculated total energy values result from the calculations? In sequence: -55029.79158 -67091.45709 -69834.24584 eV.
What max |F| values result from the calculations? In sequence: 15.014 2.418 4.124 eV Å⁻¹.